Computed, not measured: a cluster of 8 separate species, C27H54O13 in total at a distorted geometry, with wB97M-V/def2-TZVPD.

Frontier orbital gap, eV: 8.775
Total charge: 0
Energy relative to the best compared isomer or geometry (same formula, charge and spin), kJ/mol: 2157.9
HOMO level, eV: -8.63

Geometry (Å):
C (-3.057, -2.046, 0.618)
O (-3.668, -3.172, -0.075)
C (-3.336, -4.404, 0.118)
O (-2.384, -4.888, 0.782)
O (-4.158, -5.118, -0.634)
C (-3.894, -6.565, -0.830)
H (-3.708, -1.183, 0.475)
H (-2.119, -1.712, 0.174)
H (-2.927, -2.325, 1.663)
H (-4.751, -7.148, -1.167)
H (-3.554, -7.020, 0.101)
H (-3.223, -6.621, -1.688)
C (4.417, -0.923, -3.853)
O (3.206, -0.204, -3.738)
C (2.875, 0.350, -2.583)
O (3.504, 0.332, -1.562)
O (1.685, 1.001, -2.804)
C (1.132, 2.032, -2.023)
H (4.715, -1.199, -4.865)
H (4.315, -1.842, -3.275)
H (5.273, -0.365, -3.474)
H (0.246, 2.416, -2.529)
H (1.730, 2.942, -1.972)
H (1.008, 1.723, -0.986)
C (1.984, 5.260, -1.573)
C (1.702, 4.265, -0.458)
O (1.109, 3.178, -0.694)
C (2.288, 4.587, 0.928)
H (1.457, 6.187, -1.344)
H (1.648, 4.874, -2.536)
H (3.047, 5.498, -1.562)
H (3.317, 4.881, 0.722)
H (2.070, 3.861, 1.710)
H (1.870, 5.567, 1.159)
C (-1.033, 0.108, -0.978)
C (-1.230, 0.757, 0.387)
O (-2.328, 0.783, 0.966)
C (-0.046, 1.563, 0.917)
H (0.025, 0.011, -1.219)
H (-1.441, 0.748, -1.760)
H (-1.387, -0.919, -1.073)
H (-0.304, 2.035, 1.865)
H (0.280, 2.296, 0.178)
H (0.665, 0.767, 1.137)
C (4.880, 2.090, 0.920)
C (3.402, 2.144, 1.270)
O (3.045, 2.670, 2.261)
C (2.459, 1.410, 0.423)
H (5.492, 1.300, 1.355)
H (5.423, 3.006, 1.152)
H (4.961, 2.106, -0.167)
H (1.457, 1.789, 0.622)
H (2.427, 0.344, 0.644)
H (2.616, 1.613, -0.637)
C (0.576, -2.525, -0.910)
C (2.066, -2.456, -0.471)
O (2.885, -3.351, -0.705)
C (2.572, -1.231, 0.207)
H (0.551, -2.736, -1.979)
H (0.157, -1.522, -0.828)
H (-0.226, -3.021, -0.363)
H (1.731, -0.580, 0.445)
H (3.303, -0.621, -0.323)
H (3.066, -1.603, 1.105)
C (-0.188, -1.782, 1.372)
C (0.530, -0.961, 2.418)
O (1.774, -0.795, 2.389)
C (-0.312, -0.161, 3.285)
H (-0.375, -1.308, 0.409)
H (-1.136, -2.065, 1.830)
H (0.498, -2.604, 1.169)
H (-0.806, -0.844, 3.976)
H (-0.887, 0.436, 2.577)
H (0.322, 0.494, 3.882)
C (-4.034, 2.980, 3.921)
C (-3.087, 1.949, 4.489)
O (-2.533, 2.046, 5.578)
C (-2.782, 0.708, 3.574)
H (-3.607, 3.489, 3.057)
H (-4.454, 3.604, 4.710)
H (-4.884, 2.457, 3.483)
H (-2.783, 0.939, 2.509)
H (-3.556, -0.049, 3.704)
H (-1.822, 0.251, 3.816)
C (-2.040, -2.667, -3.744)
C (-2.337, -2.043, -2.367)
O (-1.819, -2.420, -1.324)
C (-3.259, -0.822, -2.330)
H (-2.904, -2.896, -4.368)
H (-1.502, -3.585, -3.503)
H (-1.402, -1.955, -4.266)
H (-3.663, -0.683, -1.327)
H (-4.106, -0.993, -2.994)
H (-2.708, 0.082, -2.590)